Formula: C28H46Cl2IrNOP
Source: OMol25
Level of theory: ωB97M-V/def2-TZVPD

Each line ends with the Mulliken spin population.
Atoms and positions in Å:
P 0.861 0.459 -0.099  0.29
C 1.246 1.174 1.574  0.00
C 2.430 2.150 1.685  0.01
C 2.710 2.465 3.164  0.00
C 1.469 3.023 3.872  0.00
C 0.275 2.072 3.721  0.00
C -0.002 1.778 2.241  0.00
C 0.039 1.732 -1.167  -0.02
C 0.746 3.095 -1.238  0.01
C 0.092 3.976 -2.315  0.00
C -1.413 4.140 -2.066  0.00
C -2.108 2.775 -1.965  0.00
C -1.462 1.899 -0.884  0.04
C 2.535 0.268 -0.893  0.06
C 3.394 -0.722 -0.086  0.04
C 4.804 -0.840 -0.677  -0.01
C 4.758 -1.230 -2.159  0.00
C 3.888 -0.255 -2.959  -0.01
C 2.473 -0.150 -2.372  0.03
H 1.503 0.265 2.137  0.03
H 2.211 3.081 1.147  0.00
H 3.332 1.723 1.235  0.00
H 3.543 3.174 3.240  0.00
H 3.027 1.540 3.666  0.00
H 1.686 3.199 4.933  0.00
H 1.210 3.998 3.434  0.00
H 0.487 1.127 4.238  0.00
H -0.618 2.504 4.190  0.00
H -0.854 1.098 2.140  -0.01
H -0.273 2.713 1.734  0.00
H 0.101 1.253 -2.154  0.03
H 0.248 3.510 -3.298  0.00
H 1.814 2.974 -1.452  0.00
H 0.668 3.599 -0.266  0.00
H 0.584 4.956 -2.344  0.00
H -1.864 4.742 -2.864  0.00
H -1.564 4.692 -1.127  0.00
H -3.175 2.904 -1.748  0.00
H -2.036 2.255 -2.930  0.00
H -1.932 0.915 -0.867  -0.03
H -1.620 2.357 0.098  0.01
H 3.009 1.258 -0.845  0.00
H 3.438 -0.432 0.968  0.00
H 2.905 -1.706 -0.097  0.01
H 5.322 0.124 -0.571  0.00
H 5.384 -1.575 -0.105  0.00
H 4.338 -2.240 -2.254  0.00
H 5.772 -1.268 -2.576  0.00
H 3.828 -0.570 -4.008  0.00
H 4.356 0.740 -2.951  0.00
H 1.891 0.573 -2.952  0.00
H 1.951 -1.109 -2.463  0.02
Ir -0.234 -1.651 0.019  2.28
Cl -0.881 -1.318 -2.275  0.36
Cl 0.912 -2.131 2.087  0.34
C -1.672 -1.093 1.032  1.11
H -1.431 -0.932 2.095  -0.04
C -3.082 -0.832 0.767  -0.06
C -3.659 -0.757 -0.517  0.16
C -5.014 -0.489 -0.667  -0.10
C -5.828 -0.300 0.454  0.18
C -5.276 -0.374 1.734  -0.09
C -3.918 -0.632 1.887  0.18
H -3.019 -0.902 -1.382  0.02
H -5.442 -0.429 -1.664  -0.01
H -5.904 -0.227 2.609  0.00
H -3.480 -0.685 2.881  0.01
H -6.888 -0.095 0.329  0.01
C -1.532 -5.892 -1.518  0.00
N -1.686 -5.486 -0.129  0.02
C -2.228 -6.404 0.856  0.00
C -1.310 -4.239 0.269  0.05
O -0.849 -3.440 -0.533  0.06
H -1.873 -6.936 -1.685  0.00
H -0.462 -5.832 -1.810  0.00
H -2.128 -5.224 -2.176  0.00
H -1.480 -6.578 1.659  0.00
H -3.150 -5.975 1.303  0.00
H -2.486 -7.387 0.408  0.00
H -1.406 -3.946 1.310  -0.02

- Kohn-Sham gap (alpha / beta) (Ha) = 0.219 / 0.250
- net charge = 0
- HOMO (alpha / beta) (eV) = -5.59 / -8.64
- multiplicity = 6
- LUMO (alpha / beta) (eV) = 0.4 / -1.8


Formula: C28H46O14
Source: OMol25
Level of theory: ωB97M-V/def2-TZVPD

Each line ends with the Löwdin charge.
Atoms and positions in Å:
C 1.666 4.692 6.224  -0.05
C 0.850 5.686 5.303  -0.19
O 1.621 5.867 4.134  0.00
C 1.594 4.939 3.225  -0.53
C 2.600 5.116 2.079  0.02
O 0.893 3.913 3.294  0.06
H 1.325 4.846 7.248  0.06
H 2.703 5.027 6.175  0.08
H 1.459 3.624 6.169  0.07
H -0.204 5.425 5.214  0.12
H 0.863 6.663 5.785  0.12
H 2.088 5.579 1.236  0.09
H 3.069 4.204 1.711  0.08
H 3.486 5.644 2.430  0.08
C 2.615 1.053 -8.973  -0.08
C 2.553 1.609 -7.629  -0.28
O 3.355 0.838 -6.774  -0.01
C 3.372 1.098 -5.453  -0.47
C 4.079 0.069 -4.635  0.02
O 2.708 2.073 -4.968  0.03
H 1.637 0.670 -9.264  0.08
H 3.452 0.356 -8.947  0.09
H 2.913 1.715 -9.786  0.08
H 3.034 2.585 -7.700  0.13
H 1.507 1.766 -7.363  0.13
H 4.976 -0.334 -5.106  0.09
H 3.372 -0.736 -4.438  0.09
H 4.245 0.487 -3.643  0.09
O -1.335 -0.601 7.846  0.11
C -2.278 -0.178 8.470  -0.48
C -2.303 0.062 9.935  -0.11
C -3.727 0.363 10.206  -0.15
C -4.225 0.974 8.859  -0.13
O -3.396 0.357 7.862  0.01
H -1.845 -0.816 10.390  0.14
H -1.577 0.876 9.948  0.14
H -4.204 -0.601 10.386  0.12
H -3.918 0.879 11.147  0.12
H -5.190 0.536 8.603  0.12
H -4.327 2.053 8.741  0.12
O -4.983 -1.470 -4.745  0.14
C -3.867 -1.570 -5.127  -0.45
C -3.471 -2.154 -6.443  -0.10
C -2.168 -1.504 -6.691  -0.16
C -1.546 -1.174 -5.301  -0.15
O -2.711 -1.094 -4.454  -0.02
H -3.595 -3.235 -6.493  0.14
H -4.200 -1.728 -7.133  0.13
H -1.397 -2.108 -7.169  0.12
H -2.257 -0.517 -7.145  0.12
H -0.759 -1.779 -4.851  0.12
H -1.224 -0.135 -5.238  0.12
O -8.817 4.464 2.240  0.10
C -7.607 4.461 2.157  -0.46
C -6.829 5.019 0.957  -0.07
C -5.452 4.331 1.071  -0.14
C -5.434 3.805 2.529  -0.15
O -6.744 3.925 3.063  0.01
H -7.370 4.509 0.159  0.12
H -6.805 6.105 0.867  0.13
H -5.263 3.653 0.239  0.11
H -4.622 5.026 0.940  0.10
H -5.001 2.829 2.748  0.13
H -4.898 4.522 3.150  0.12
O 0.291 -4.454 -0.555  0.13
C 0.099 -3.754 0.379  -0.47
C -1.202 -3.642 1.206  -0.08
C -1.094 -2.174 1.607  -0.13
C 0.441 -2.062 1.804  -0.18
O 1.068 -2.896 0.863  0.01
H -2.129 -3.928 0.708  0.12
H -1.100 -4.446 1.935  0.13
H -1.611 -1.446 0.982  0.12
H -1.497 -2.107 2.617  0.11
H 0.920 -1.096 1.647  0.13
H 0.746 -2.451 2.775  0.12
O 7.355 -5.084 -4.950  0.07
C 7.206 -6.187 -4.381  -0.40
C 6.022 -6.608 -3.453  -0.08
C 6.571 -7.881 -2.871  -0.16
C 7.740 -8.324 -3.816  -0.18
O 8.112 -7.187 -4.501  0.03
H 5.680 -5.750 -2.874  0.13
H 5.139 -6.873 -4.034  0.12
H 6.991 -7.661 -1.889  0.11
H 5.870 -8.714 -2.813  0.11
H 8.527 -8.725 -3.178  0.12
H 7.370 -9.108 -4.477  0.12

- Kohn-Sham gap (Ha) = 0.379
- net charge = 0
- HOMO (eV) = -9.95
- SMILES = CCOC(C)=O.CCOC(C)=O.O=C1CCCO1.O=C1CCCO1.O=C1CCCO1.O=C1CCCO1.O=C1CCCO1
- LUMO (eV) = 0.4


Formula: C28H46O26S4
Source: OMol25
Level of theory: ωB97M-V/def2-TZVPD

Each line ends with the Mulliken spin population.
Atoms and positions in Å:
O -3.006 -1.480 6.709  0.00
C -3.698 -2.046 5.823  0.00
O -4.118 -3.392 5.745  0.00
C -4.894 -3.628 4.542  0.00
C -5.385 -2.268 4.057  0.00
C -4.210 -1.301 4.553  0.00
H -5.808 -4.193 4.724  0.00
H -4.373 -4.295 3.856  0.00
H -6.338 -2.067 4.546  0.00
H -5.454 -2.283 2.969  0.00
H -4.473 -0.244 4.508  0.00
H -3.390 -1.349 3.836  0.00
O -3.802 -1.391 -0.701  0.00
C -3.237 -0.982 -1.734  0.00
O -2.461 0.099 -1.791  0.00
C -1.994 0.426 -3.030  0.00
C -2.221 -0.730 -3.871  0.00
C -3.398 -1.519 -3.105  0.00
H -0.938 0.616 -2.840  0.01
H -2.474 1.297 -3.477  0.00
H -1.192 -1.085 -3.830  0.00
H -2.523 -0.540 -4.901  0.00
H -3.454 -2.608 -3.114  0.00
H -4.342 -1.125 -3.483  0.00
O 1.741 -1.834 -2.922  -0.02
C 2.013 -1.368 -4.000  -0.01
O 1.413 -0.217 -4.307  -0.09
C 1.899 0.317 -5.542  0.04
C 2.900 -0.601 -6.157  -0.03
C 3.038 -1.674 -5.003  0.07
H 2.501 1.199 -5.322  0.03
H 1.248 0.779 -6.284  0.01
H 3.839 -0.065 -6.015  0.02
H 2.790 -0.922 -7.193  -0.01
H 4.054 -1.796 -4.628  0.01
H 2.893 -2.675 -5.409  0.00
O 1.432 4.424 2.312  0.00
C 0.921 4.949 1.259  0.00
O -0.001 5.968 1.234  0.00
C -0.217 6.461 -0.095  0.00
C 0.869 5.898 -1.033  0.01
C 1.352 4.743 -0.170  -0.02
H -0.131 7.547 -0.126  0.00
H -1.212 6.141 -0.406  0.00
H 1.591 6.711 -1.112  0.00
H 0.511 5.718 -2.047  0.00
H 2.426 4.558 -0.153  0.01
H 0.844 3.804 -0.390  0.01
O -4.476 -4.919 1.229  0.00
C -3.264 -4.653 1.073  0.00
O -2.477 -5.369 0.229  0.00
C -1.087 -4.879 0.271  0.00
C -1.269 -3.423 0.711  0.00
C -2.557 -3.436 1.595  0.00
H -0.600 -4.725 -0.692  0.00
H -0.556 -5.536 0.960  0.00
H -1.625 -2.779 -0.093  0.00
H -0.443 -2.976 1.265  0.00
H -3.232 -2.598 1.424  0.00
H -2.399 -3.688 2.644  0.00
C 5.834 1.698 -0.165  0.04
C 5.239 3.034 -0.713  0.00
O 4.966 2.946 -2.085  -0.10
S 4.713 1.375 -2.536  0.60
O 5.574 0.951 -3.754  0.05
O 3.227 1.170 -2.608  0.13
O 5.385 0.755 -1.031  0.14
H 5.408 1.420 0.798  0.03
H 6.915 1.748 -0.038  0.02
H 5.611 4.029 -0.471  0.01
H 4.210 2.975 -0.360  -0.03
C 1.322 0.080 -0.603  -0.05
C 1.687 0.956 0.579  -0.01
O 0.694 0.701 1.594  0.00
S -0.805 0.631 0.918  0.01
O -1.312 1.952 0.620  0.00
O -1.690 -0.272 1.712  0.00
O -0.133 -0.109 -0.444  -0.01
H 1.712 -0.929 -0.468  0.02
H 1.304 0.405 -1.643  0.02
H 1.679 1.985 0.221  0.02
H 2.573 0.679 1.151  0.00
C 5.315 -4.416 1.909  0.00
C 6.422 -3.430 1.527  0.01
O 5.928 -2.448 0.618  -0.01
S 4.233 -2.521 0.470  0.09
O 3.693 -2.492 -0.847  0.01
O 3.699 -1.477 1.333  -0.02
O 4.165 -4.034 1.265  -0.01
H 5.173 -4.569 2.979  0.00
H 5.413 -5.452 1.583  0.00
H 7.246 -4.037 1.153  0.00
H 6.664 -2.975 2.487  0.00
C -4.352 3.906 1.551  0.00
C -4.530 2.423 1.779  0.00
O -5.204 2.302 3.090  0.00
S -4.759 3.563 4.091  0.00
O -3.385 3.305 4.692  0.00
O -5.860 4.094 4.867  0.00
O -4.511 4.539 2.808  0.00
H -4.990 4.329 0.774  0.00
H -3.423 4.307 1.146  0.00
H -3.569 1.967 2.016  0.00
H -5.025 1.941 0.936  0.00

- Kohn-Sham gap (alpha / beta) (Ha) = 0.109 / 0.315
- net charge = -1
- HOMO (alpha / beta) (eV) = -1.01 / -6.64
- multiplicity = 2
- LUMO (alpha / beta) (eV) = 2.0 / 1.9


Formula: C28H47CoN6P2
Source: OMol25
Level of theory: ωB97M-V/def2-TZVPD

Each line ends with the Löwdin charge.
Atoms and positions in Å:
Co 0.233 -0.012 -0.086  0.29
C -1.872 4.534 -0.677  -0.09
C -1.499 3.262 0.088  -0.49
C -0.538 3.608 1.228  -0.10
P -0.872 1.856 -0.947  1.11
C 0.072 2.430 -2.424  -0.51
C -0.761 3.056 -3.541  -0.08
C 1.265 3.310 -2.022  -0.09
C -2.347 1.001 -1.508  -0.30
C -3.602 1.565 -1.718  -0.06
C -4.689 0.753 -1.985  -0.05
C -4.523 -0.629 -1.995  -0.04
C -3.277 -1.198 -1.799  -0.02
C -2.161 -0.378 -1.597  -0.29
N -0.847 -0.871 -1.367  -0.05
C -0.478 -2.085 -2.000  -0.28
C -1.022 -2.529 -3.212  -0.02
C -0.631 -3.744 -3.744  -0.04
C 0.310 -4.543 -3.101  -0.05
C 0.912 -4.076 -1.948  -0.07
C 0.543 -2.842 -1.420  -0.33
P 1.428 -1.984 -0.127  1.09
C 1.537 -3.172 1.279  -0.50
C 0.137 -3.641 1.678  -0.09
C 2.294 -2.615 2.486  -0.09
C 3.130 -1.813 -0.825  -0.49
C 3.062 -1.221 -2.236  -0.09
C 4.073 -0.977 0.067  -0.10
H -2.334 5.236 0.019  0.10
H -2.582 4.361 -1.483  0.06
H -0.992 5.021 -1.094  0.08
H -2.411 2.843 0.523  0.11
H 0.404 4.008 0.847  0.08
H -0.326 2.738 1.846  0.04
H -0.987 4.373 1.862  0.09
H 0.463 1.479 -2.807  0.10
H -1.181 4.016 -3.249  0.07
H -1.571 2.400 -3.860  0.08
H -0.115 3.231 -4.402  0.10
H 0.977 4.359 -1.974  0.08
H 2.059 3.227 -2.764  0.09
H 1.682 3.039 -1.049  0.04
H -3.737 2.637 -1.662  0.10
H -5.664 1.187 -2.158  0.12
H -5.378 -1.273 -2.151  0.12
H -3.172 -2.273 -1.788  0.12
H -1.736 -1.920 -3.746  0.12
H -1.064 -4.073 -4.679  0.12
H 0.593 -5.499 -3.518  0.12
H 1.697 -4.658 -1.479  0.12
H 2.092 -4.026 0.879  0.12
H -0.430 -2.817 2.115  0.05
H 0.217 -4.429 2.428  0.09
H -0.425 -4.037 0.833  0.08
H 1.870 -1.661 2.811  0.06
H 3.354 -2.471 2.285  0.07
H 2.212 -3.314 3.319  0.09
H 3.511 -2.836 -0.893  0.12
H 2.621 -0.218 -2.213  0.07
H 2.480 -1.834 -2.922  0.08
H 4.070 -1.126 -2.641  0.10
H 4.244 0.002 -0.386  0.07
H 5.046 -1.458 0.159  0.09
H 3.694 -0.817 1.075  0.03
C -2.295 -0.813 3.810  -0.01
N -1.040 -0.075 3.929  -0.12
C -0.667 0.475 5.233  -0.01
C -0.314 0.154 2.823  -0.40
N -0.671 -0.192 1.627  0.11
N 0.897 0.802 3.028  0.17
C 1.788 1.245 2.072  -0.48
N 2.821 1.956 2.569  0.21
N 1.642 0.984 0.819  0.06
H -2.603 -1.137 4.799  0.10
H -2.162 -1.708 3.203  0.09
H -3.088 -0.195 3.382  0.11
H -1.477 0.285 5.929  0.10
H -0.533 1.558 5.189  0.10
H 0.229 -0.003 5.635  0.10
H -1.585 -0.621 1.580  0.09
H 1.130 1.020 3.982  0.13
H 2.934 2.138 3.550  0.12
H 3.534 2.310 1.955  0.13
H 2.401 1.351 0.257  0.08

- Kohn-Sham gap (alpha / beta) (Ha) = 0.232 / 0.227
- net charge = +2
- HOMO (alpha / beta) (eV) = -12.72 / -12.75
- LUMO (alpha / beta) (eV) = -6.4 / -6.6


Formula: C28H47F3N3O5
Source: OMol25
Level of theory: ωB97M-V/def2-TZVPD

Each line ends with the Mulliken spin population.
Atoms and positions in Å:
O -1.420 4.481 3.306  0.00
C -1.869 4.761 2.250  0.00
O -2.517 3.896 1.484  0.00
C -1.676 6.162 1.760  0.00
C -0.648 6.423 0.868  0.00
C -0.407 7.706 0.456  0.00
N -1.165 8.701 0.934  0.00
C -2.165 8.472 1.801  0.00
C -2.467 7.203 2.236  0.00
C -3.600 6.970 3.198  0.00
C -4.966 7.426 2.653  0.00
O -5.753 6.305 2.338  0.00
C -6.389 6.346 1.084  0.00
C -7.688 5.546 1.122  0.00
F -8.737 6.364 1.346  0.00
F -7.693 4.617 2.068  0.00
F -7.895 4.963 -0.068  0.00
H -2.674 4.288 0.612  0.00
H -0.025 5.626 0.492  0.00
H 0.373 7.956 -0.242  0.00
H -0.983 9.653 0.641  0.00
H -2.740 9.317 2.148  0.00
H -3.643 5.924 3.475  0.00
H -3.367 7.513 4.110  0.00
H -5.458 8.073 3.375  0.00
H -4.799 8.033 1.759  0.00
H -6.662 7.353 0.771  0.00
H -5.731 5.938 0.314  0.00
C -0.076 -1.443 1.308  0.03
C 0.186 -0.067 0.640  -0.01
C -1.101 0.756 0.577  0.05
C -2.103 0.259 -0.465  -0.02
C -1.439 0.125 -1.835  0.03
C -0.169 -0.725 -1.802  0.01
N 0.751 -0.243 -0.728  0.37
O 1.386 0.822 -1.107  0.55
C -0.536 -2.206 -1.594  0.00
C 0.538 -0.651 -3.151  -0.01
C 1.194 0.658 1.526  -0.01
H 0.216 -1.427 2.357  0.00
H -1.126 -1.736 1.279  0.00
H 0.510 -2.231 0.838  -0.01
H -0.845 1.797 0.343  0.00
H -1.568 0.767 1.565  0.00
H -2.535 -0.695 -0.154  0.00
H -2.939 0.960 -0.531  0.00
H -2.140 -0.310 -2.550  0.00
H -1.194 1.126 -2.210  0.01
H 0.363 -2.810 -1.459  0.01
H -1.052 -2.587 -2.475  0.00
H -1.198 -2.382 -0.749  0.00
H 0.752 0.374 -3.449  0.00
H -0.099 -1.094 -3.916  0.00
H 1.474 -1.210 -3.127  0.00
H 2.142 0.121 1.563  0.00
H 0.798 0.722 2.540  0.00
H 1.390 1.675 1.186  0.00
C 5.836 -5.327 -0.798  0.01
C 4.363 -4.956 -0.481  0.02
C 3.857 -5.753 0.723  0.03
C 3.595 -7.226 0.420  -0.02
C 2.675 -7.374 -0.791  0.02
C 3.180 -6.619 -2.021  0.01
N 3.491 -5.199 -1.671  0.41
O 2.408 -4.494 -1.600  0.52
C 4.417 -7.331 -2.599  0.01
C 2.120 -6.651 -3.117  0.00
C 4.350 -3.471 -0.134  -0.02
H 6.520 -4.591 -0.378  0.00
H 6.126 -6.295 -0.389  0.00
H 6.022 -5.341 -1.871  -0.01
H 2.926 -5.302 1.084  0.01
H 4.581 -5.662 1.536  0.00
H 4.535 -7.758 0.253  0.00
H 3.132 -7.699 1.288  0.00
H 2.560 -8.429 -1.046  0.00
H 1.678 -7.008 -0.524  0.01
H 4.854 -6.748 -3.411  -0.01
H 4.123 -8.297 -3.010  0.00
H 5.193 -7.530 -1.865  0.00
H 1.162 -6.263 -2.776  0.00
H 1.965 -7.680 -3.439  0.00
H 2.440 -6.070 -3.984  0.00
H 4.668 -2.865 -0.984  0.00
H 5.040 -3.292 0.690  0.00
H 3.366 -3.127 0.182  0.02

- Kohn-Sham gap (alpha / beta) (Ha) = 0.168 / 0.204
- net charge = +1
- HOMO (alpha / beta) (eV) = -9.52 / -10.51
- multiplicity = 3
- LUMO (alpha / beta) (eV) = -5.0 / -5.0